[1]
# C5H10S

A single C5H10S molecule in a non-equilibrium geometry (wB97M-V/def2-TZVPD, the OMol25 dataset).

Element x y z (Å)
C 0.01025 -1.06689 -2.29692
C 0.63830 -0.01210 -1.79286
C 0.60024 0.49529 -0.39512
C 0.02514 -0.53478 0.66631
C -0.31934 0.05199 1.99353
S -1.75728 1.12521 1.68882
H -1.04407 -1.35724 -2.19776
H 0.44469 -1.62875 -3.17540
H 1.46499 0.45817 -2.37630
H -0.03244 1.43715 -0.47398
H 1.64649 0.97497 0.01306
H -0.75707 -0.93651 0.10151
H 0.85006 -1.22352 0.72895
H -0.57816 -0.69955 2.70398
H 0.50137 0.65708 2.36711
H -1.69318 2.25946 2.44508

Forces on atoms 1 to 3 (eV/Å):
-0.4824 -0.8596 -2.4527
2.2933 -0.2469 0.2048
0.0471 3.0046 1.7124

Results
- ΔE to the lowest compared entry with this formula, charge and spin: 52.1 kcal per mole
- E_HOMO: -8.759 eV
- Frontier orbital gap: 9.66 eV
- E: -594.61213 hartree
- SMILES: C=CCCCS



[2]
# C5H10S

A single C5H10S molecule in a non-equilibrium geometry (wB97M-V/def2-TZVPD, the OMol25 dataset).

Element x y z (Å)
C -1.19986 1.41846 -0.01625
C -1.19378 -0.10444 -0.10278
S -2.61120 -0.84863 -0.06849
C 0.07253 -0.85137 -0.07261
C 1.03984 -0.43582 -1.18362
C 0.83551 -0.49748 1.24094
H -0.70324 1.93106 -0.84840
H -2.20451 1.76367 0.02551
H -0.76661 1.71810 0.93983
H -0.19345 -1.86202 -0.11409
H 0.63774 -0.49756 -2.20211
H 1.86449 -1.13134 -1.13261
H 1.45524 0.58929 -1.04733
H 1.78460 -1.09897 1.32990
H 1.01204 0.58354 1.19636
H 0.17066 -0.67651 2.05574

Forces on atoms 1 to 3 (eV/Å):
0.6343 -0.4361 0.0241
-0.6937 1.5081 0.2079
-0.7374 -0.6680 -0.1108

Results
- ΔE to the lowest compared entry with this formula, charge and spin: 16.0 kcal per mole
- E_HOMO: -8.430 eV
- Frontier orbital gap: 8.65 eV
- E: -594.66959 hartree
- SMILES: CC(=S)C(C)C



[3]
# C5H10S

C5H10S as an isolated structure in a non-equilibrium geometry (wB97M-V/def2-TZVPD, the OMol25 dataset).

Element x y z (Å)
C -1.91015 -0.68535 -0.61128
C -0.81968 0.02675 0.21276
C 0.51159 -0.79169 0.51768
C 1.19722 0.49267 0.44896
C 0.06431 0.86454 -0.51284
H -1.58415 -1.95439 -1.09882
H -2.90654 -0.85952 0.22198
H -2.15554 0.31555 -1.45867
H -1.23814 0.48952 1.09842
H 0.55394 -1.47171 1.28670
H 1.01153 -1.42054 -0.35257
H 1.00178 1.20609 1.15798
H 3.29608 0.74126 1.32947
H -0.03104 1.99486 -0.46982
H 0.31400 0.58114 -1.61168
S 2.69481 0.47080 -0.15827

Forces on atoms 1 to 3 (eV/Å):
-2.4647 -0.1730 0.0254
-1.1615 -4.9660 -0.3712
-1.1189 -1.7185 -1.4255

Results
- ΔE to the lowest compared entry with this formula, charge and spin: 135.9 kcal per mole
- E_HOMO: -8.781 eV
- Frontier orbital gap: 9.27 eV
- E: -594.47844 hartree



[4]
# C5H10S

A single C5H10S molecule in a non-equilibrium geometry (wB97M-V/def2-TZVPD, the OMol25 dataset).

Element x y z (Å)
C 1.87375 -0.93696 -0.53404
C 0.73417 -0.61525 0.55508
C -0.62026 -1.33934 0.30781
S -1.53832 0.06598 -0.37420
C 0.00905 0.79962 0.51533
C 0.75019 1.95187 -0.08545
H 1.60568 -0.69796 -1.54502
H 2.84951 -0.49312 -0.26348
H 2.03574 -2.02081 -0.46516
H 1.07974 -0.83168 1.61996
H -1.08278 -1.61535 1.26695
H -0.74332 -2.26085 -0.34827
H -0.32097 0.91629 1.55426
H 0.09262 2.86072 -0.00954
H 1.09781 1.83146 -1.09934
H 1.51775 2.09591 0.72449

Forces on atoms 1 to 3 (eV/Å):
-0.5745 -0.2591 2.3293
-0.0421 -0.1233 -0.5573
-0.5902 -1.8813 -0.1619

Results
- ΔE to the lowest compared entry with this formula, charge and spin: 26.4 kcal per mole
- E_HOMO: -8.369 eV
- Frontier orbital gap: 9.38 eV
- E: -594.65297 hartree
- SMILES: C[C@@H]1CS[C@@H]1C



[5]
# C5H10S2

A 2-piece molecular cluster, C5H10S2 overall in a non-equilibrium geometry (wB97M-V/def2-TZVPD, the OMol25 dataset).

Element x y z (Å)
C -1.01202 -2.09338 -0.31554
C -0.16752 -1.24297 -0.82494
C -0.60037 1.75775 -0.67517
C -0.08817 0.54675 1.47914
C 0.26033 0.66708 -0.02666
S 2.99130 -0.72333 0.19761
S 1.96148 1.03014 -0.62268
H -1.29012 -2.97771 -0.77034
H -1.20892 -1.97906 0.72370
H 0.20864 -1.34103 -1.87923
H -0.74619 2.53449 0.08078
H 0.02747 2.21128 -1.57422
H -1.60645 1.37295 -0.99916
H -1.16619 0.51941 1.66831
H 0.18201 1.46597 2.05804
H 0.34667 -0.31021 1.88082
H 1.90807 -1.43814 -0.40046

Forces on atoms 1 to 3 (eV/Å):
1.0341 1.1537 1.6388
1.1064 3.8354 -1.2803
0.8116 0.0023 -1.7792

Results
- ΔE to the lowest compared entry with this formula, charge and spin: 67.7 kcal per mole
- E_HOMO: -8.543 eV
- Frontier orbital gap: 8.77 eV
- E: -992.75534 hartree



[6]
# C5H11BaO3

C5H11BaO3 as an isolated structure in a non-equilibrium geometry (wB97M-V/def2-TZVPD, the OMol25 dataset).

Element x y z (Å)
O -0.21212 -2.05753 -0.82906
C -1.43474 -1.92140 -0.83100
C -2.03840 -0.94860 0.13986
O -1.02842 -0.08010 0.57991
C -1.45164 1.19221 1.05130
C -0.21942 1.90845 1.54227
O 0.75091 1.82733 0.51399
C 1.91593 2.59776 0.75363
Ba 1.26703 -0.43030 -0.53285
H -2.16527 -2.49987 -1.42466
H -2.46888 -1.49488 0.99641
H -2.84669 -0.41350 -0.39167
H -2.17516 1.07482 1.87077
H -1.92587 1.74360 0.22504
H 0.17148 1.43666 2.45899
H -0.46411 2.95924 1.75987
H 2.57932 2.46227 -0.10804
H 1.65055 3.65979 0.85154
H 2.42588 2.25598 1.66711
H 0.11212 -0.08442 -2.48613

Forces on atoms 1 to 3 (eV/Å):
4.1274 -2.2499 0.1311
-5.3156 0.6694 -0.0162
-1.2104 -1.0743 -0.8697

Results
- ΔE to the lowest compared entry with this formula, charge and spin: 0.0 kcal per mole
- E_HOMO (alpha / beta): -4.123 / -6.058 eV
- Frontier orbital gap (alpha / beta): 3.78 / 5.69 eV
- E: -448.15610 hartree
- Expectation value of S²: 0.753
- Spin multiplicity: 2



[7]
# C5H11Br2P

A 2-piece molecular cluster, C5H11Br2P overall in a non-equilibrium geometry (wB97M-V/def2-TZVPD, the OMol25 dataset).

Element x y z (Å)
C 1.74624 0.69486 -0.74832
C 0.65572 0.17989 1.44012
C 0.50203 -1.43602 -0.37194
C -0.67644 0.86173 -0.55244
C 0.48567 0.06706 -0.09962
P -2.78133 -0.00055 1.01373
Br -4.09200 1.57912 0.17057
Br -3.38332 -1.76065 -0.16639
H 2.10941 0.05232 -1.58282
H 2.42323 0.58452 -0.02505
H 1.53694 1.78441 -0.99096
H -0.00382 1.02515 1.80677
H 1.73420 0.13710 1.85291
H 0.11696 -0.64326 1.86556
H 1.49359 -1.96864 -0.11672
H -0.36131 -1.93748 0.03040
H 0.38670 -1.56067 -1.49465
H -0.55215 1.94565 -0.58497
H -1.34034 0.39546 -1.44618

Forces on atoms 1 to 3 (eV/Å):
-2.6127 0.4935 -2.8482
-0.3666 1.1961 0.8759
0.6825 -0.4427 -2.6037

Results
- ΔE to the lowest compared entry with this formula, charge and spin: 33.0 kcal per mole
- E_HOMO (alpha / beta): -8.065 / -8.192 eV
- Frontier orbital gap (alpha / beta): 7.76 / 7.40 eV
- E: -5686.41506 hartree



[8]
# C5H11BrO2Si

C5H11BrO2Si as an isolated structure in a non-equilibrium geometry (wB97M-V/def2-TZVPD, the OMol25 dataset).

Element x y z (Å)
C 0.03822 0.13814 -0.42556
C 1.17693 0.10352 0.57703
C 0.06858 1.25306 -1.49012
C 1.12105 0.44835 2.14808
C -2.25305 -0.25309 -0.21907
O -1.17905 0.07051 0.44008
O 1.40960 -1.42633 0.67566
Si 0.47031 -1.77277 -0.63157
Br 2.73414 0.97218 -0.25729
H -0.82942 1.35442 -2.04947
H 0.84189 1.12772 -2.19255
H 0.19401 2.17661 -0.91850
H 2.11759 0.22078 2.53890
H 0.45460 -0.28670 2.54837
H 0.92895 1.46994 2.27520
H -2.18033 -1.23175 -0.76827
H -2.52542 0.58121 -0.99850
H -3.27147 -0.20960 0.48276
H -0.60700 -2.49810 -0.02773
H 1.28984 -2.23810 -1.70746

Forces on atoms 1 to 3 (eV/Å):
-1.2995 -1.0245 -0.2859
1.5750 -2.4190 2.6208
-0.9234 0.0786 2.2816

Results
- ΔE to the lowest compared entry with this formula, charge and spin: 51.7 kcal per mole
- E_HOMO: -9.505 eV
- Frontier orbital gap: 10.13 eV
- E: -3211.02537 hartree



[9]
# C5H11CeMgO4

C5H11CeMgO4 as an isolated structure in a non-equilibrium geometry (wB97M-V/def2-TZVPD, the OMol25 dataset).

Element x y z (Å)
O -0.53809 2.09074 1.21056
C 0.73437 2.54036 0.87129
C 1.38904 1.77174 -0.26684
O 1.18522 0.37306 -0.26755
C 0.33767 -0.22207 -1.27008
C 0.29595 -1.68285 -0.88210
O -0.44956 -1.78699 0.34069
C -0.73830 -3.07432 0.83930
Mg -0.89036 0.12921 0.96259
H 1.31549 2.51108 1.81125
H 0.72952 3.61034 0.58966
H 2.47235 1.96501 -0.30947
H 0.95260 2.14036 -1.21224
H 0.80898 -0.13338 -2.25910
H 1.29601 -2.09289 -0.66173
H -0.21681 -2.27551 -1.65448
H -1.47144 -2.94743 1.64356
H -1.17485 -3.70776 0.05334
H 0.19815 -3.50810 1.22081
Ce -2.97636 2.72640 1.09443
O -2.14860 0.97721 -0.28429
H -1.11098 0.59580 -1.56961

Forces on atoms 1 to 3 (eV/Å):
-1.0877 0.1454 1.0236
0.6462 0.5494 1.4260
-0.1822 0.7371 -1.6461

Results
- ΔE to the lowest compared entry with this formula, charge and spin: 21.5 kcal per mole
- E_HOMO (alpha / beta): -9.594 / -11.000 eV
- Frontier orbital gap (alpha / beta): 5.98 / 6.88 eV
- E: -1172.93810 hartree
- Expectation value of S²: 2.002
- Spin multiplicity: 3
- Charge: +1



[10]
# C5H11Cl2NO2P2

A 2-piece molecular cluster, C5H11Cl2NO2P2 overall in a non-equilibrium geometry (wB97M-V/def2-TZVPD, the OMol25 dataset).

Element x y z (Å)
C -0.76260 -0.11769 -2.84426
C 0.75352 1.40729 1.67141
C -0.08473 -0.94827 2.25877
C 1.67412 -0.69669 0.46449
C 0.65129 -0.07488 1.39116
N -1.15949 0.30334 -0.35874
O 0.68549 1.98534 -1.29631
O -0.77844 -2.32989 -1.02365
P -0.53087 1.28025 -1.56634
P -1.40769 -0.99322 -1.33681
Cl -1.90779 2.58517 -2.23075
Cl -3.34610 -1.26685 -1.48083
H -1.30131 -0.07350 -3.85050
H 0.18114 -0.41903 -3.02367
H -0.22444 1.85658 1.50961
H 0.96580 1.65211 2.73941
H 1.63193 1.82166 0.95297
H -0.94394 -1.47901 1.78312
H -0.54681 -0.37395 3.16243
H 0.71904 -1.75853 2.52182
H 1.24673 -1.52594 -0.11468
H 1.86824 0.19364 -0.26606
H 2.61692 -1.02791 0.93740

Forces on atoms 1 to 3 (eV/Å):
-3.1150 1.5526 0.8039
2.3646 0.0571 -1.2591
-0.8356 -0.9505 2.2201

Results
- ΔE to the lowest compared entry with this formula, charge and spin: 40.8 kcal per mole
- E_HOMO: -9.648 eV
- Frontier orbital gap: 7.91 eV
- E: -2005.48672 hartree



- Which value of ΔE to the lowest compared entry with this formula, charge and spin does entry 10 give?
  40.8 kcal per mole



- What is the ΔE to the lowest compared entry with this formula, charge and spin in the ninth record?
  21.5 kcal per mole



- What is the E in the eighth record?
  -3211.02537 hartree



- What is the ΔE to the lowest compared entry with this formula, charge and spin in the fifth record?
  67.7 kcal per mole